C5H8ClPS | wB97M-V/def2-TZVPD

Its SMILES is C#CCC[P@](C)(=S)Cl. For the orbital gap, the calculation gives 0.357 Ha. The value obtained for the HOMO energy is -0.33627 Eh. Its total charge is 0. The value obtained for the calculated total energy is -1395.000905 a.u. As for the max |F|: 4.366 eV/Å.

Geometry as XYZ:
```
16
Properties=species:S:1:pos:R:3:nbo_charge:R:1
C 3.300 -0.851 0.810 -0.230
C 2.482 -0.813 -0.053 0.007
C 1.198 -0.896 -0.634 -0.518
C 0.315 0.274 -0.395 -0.753
P -1.380 -0.169 0.122 1.258
C -2.211 1.462 0.370 -0.997
S -1.432 -1.450 1.580 -0.515
Cl -2.228 -0.771 -1.646 -0.283
H 3.939 -1.227 1.540 0.230
H 1.265 -0.968 -1.769 0.236
H 0.903 -1.827 -0.276 0.268
H 0.765 0.927 0.404 0.267
H 0.047 0.930 -1.359 0.245
H -3.206 1.174 0.870 0.273
H -1.515 2.024 1.021 0.250
H -2.244 2.181 -0.583 0.262
```

---

C5H8CsO3 | wB97M-V/def2-TZVPD

For the orbital gap (alpha / beta), the calculation gives 0.251 / 0.230 Ha. The value obtained for the HOMO energy (alpha / beta) is -0.41319 / -0.38966 Eh. Its total charge is +1. The value obtained for the calculated total energy is -440.475277 a.u. As for the max |F|: 4.772 eV/Å.

Geometry as XYZ:
```
17
Properties=species:S:1:pos:R:3:nbo_charge:R:1
O 2.802 0.128 -0.120 -0.533
O 0.880 -0.933 -0.483 -0.529
O 0.860 0.864 0.811 -0.585
C 3.567 1.076 0.357 0.201
C -1.656 -1.201 -0.555 -0.114
C -1.823 -2.597 -0.438 -0.886
C 1.407 0.139 0.025 0.996
H 2.933 1.683 1.047 0.069
H -2.134 -0.723 -1.422 0.155
H -2.892 -2.569 -0.787 0.281
H -0.587 -3.080 -0.255 0.293
H -2.068 -3.333 0.334 0.259
Cs -2.071 0.359 2.937 0.993
C 1.484 -2.528 0.006 -0.330
H 2.151 -2.616 -0.854 0.238
H 1.153 -3.564 0.121 0.254
H 2.288 -2.640 0.743 0.238
```

---

C5H8ErLiO4 | wB97M-V/def2-TZVPD

As for the spin multiplicity: 4. For the orbital gap (alpha / beta), the calculation gives 0.255 / 0.256 Ha. The value obtained for the HOMO energy (alpha / beta) is -0.61361 / -0.61351 Eh. Its total charge is +2. The value obtained for the calculated total energy is -1518.151051 a.u. As for the max |F|: 4.956 eV/Å.

Geometry as XYZ:
```
19
Properties=species:S:1:pos:R:3:nbo_charge:R:1
C -0.347 -0.303 -3.044 -0.674
C 1.095 0.137 -2.896 -0.076
O 1.881 -0.625 -2.054 -1.070
Li 3.472 -0.002 -1.246 0.972
H -0.747 0.032 -4.012 0.294
H -0.433 -1.400 -3.009 0.196
H -0.963 0.157 -2.256 0.224
H 1.089 1.305 -2.380 0.170
O 2.287 -0.207 0.380 -0.782
C 0.201 -2.266 1.131 0.061
C 1.621 0.534 1.149 0.470
O -0.461 -3.264 1.340 -0.439
O -0.106 -1.219 2.000 -0.474
C 0.609 -0.021 2.102 -0.218
Er 1.355 -1.871 -0.609 2.310
H 2.231 1.309 1.649 0.230
H -0.159 0.768 2.161 0.280
H 1.193 -0.075 3.043 0.305
H 1.557 -0.045 -3.885 0.222
```

---

C5H8F2Si | wB97M-V/def2-TZVPD

For the orbital gap (alpha / beta), the calculation gives 0.291 / 0.291 Ha. The value obtained for the HOMO energy (alpha / beta) is -0.32789 / -0.32851 Eh. Its total charge is 0. The value obtained for the calculated total energy is -684.485906 a.u. As for the max |F|: 2.537 eV/Å.

Geometry as XYZ:
```
16
Properties=species:S:1:pos:R:3:nbo_charge:R:1
C -0.142 0.979 1.180 -0.779
C 0.363 -1.006 -1.171 -0.231
C -1.553 0.419 1.054 -0.411
C 0.456 -0.965 -2.643 -0.818
C -0.697 -0.029 2.242 -0.406
F 2.173 -0.716 0.688 -0.653
F 2.097 1.490 -0.339 -0.643
Si 1.092 0.301 -0.009 2.033
H -2.488 1.054 1.145 0.231
H -1.508 -0.372 0.318 0.224
H 0.158 1.987 1.567 0.258
H 1.251 -1.417 -3.167 0.274
H -0.458 -1.299 -3.184 0.233
H 0.498 0.033 -3.052 0.220
H -0.289 -1.075 2.265 0.240
H -0.953 0.616 3.106 0.226
```

---

C5H8F5N3P | wB97M-V/def2-TZVPD

Its SMILES is C/N=C(F)/C(F)=C(/F)N(C)P(=[NH2+])(F)F. For the orbital gap, the calculation gives 0.366 Ha. The value obtained for the HOMO energy is -0.49756 Eh. Its total charge is +1. The value obtained for the calculated total energy is -1200.082436 a.u. As for the max |F|: 2.164 eV/Å.

Geometry as XYZ:
```
22
Properties=species:S:1:pos:R:3:nbo_charge:R:1
C 2.478 -1.221 0.935 -0.453
N 1.594 -0.178 0.500 -0.450
C 1.983 1.004 0.377 0.571
F 3.239 1.409 0.625 -0.295
C 1.098 2.104 -0.003 0.279
F 1.640 3.315 0.036 -0.259
C -0.200 2.000 -0.326 0.460
F -0.946 3.110 -0.504 -0.308
N -0.970 0.846 -0.517 -0.809
C -0.562 -0.165 -1.506 -0.412
P -2.270 0.669 0.427 2.542
N -3.110 1.962 0.842 -1.190
F -1.950 -0.085 1.759 -0.504
F -3.158 -0.429 -0.225 -0.502
H 2.838 -1.020 1.945 0.227
H 1.915 -2.150 0.929 0.214
H 3.354 -1.295 0.289 0.223
H -1.413 -0.797 -1.749 0.234
H -0.234 0.349 -2.409 0.236
H 0.255 -0.766 -1.108 0.254
H -3.061 2.842 0.354 0.473
H -3.742 1.926 1.630 0.466
```

---

C5H8F5NO5PS2 | wB97M-V/def2-TZVPD

Its SMILES is O=[PH2]S(=O)(=O)N=[S@@](=O)([O-])CCCC(F)(F)C(F)(F)F. For the orbital gap, the calculation gives 0.336 Ha. The value obtained for the HOMO energy is -0.23531 Eh. Its total charge is -1. The value obtained for the calculated total energy is -2263.313991 a.u. As for the max |F|: 6.729 eV/Å.

Geometry as XYZ:
```
27
Properties=species:S:1:pos:R:3:nbo_charge:R:1
O 1.695 -2.811 0.682 -1.056
P 2.436 -1.757 -0.172 1.170
S 2.985 -0.071 1.052 1.837
O 4.370 0.379 0.652 -0.926
O 3.110 -0.625 2.462 -0.909
N 1.815 1.165 1.137 -1.078
S 1.599 1.987 -0.342 2.113
O 1.093 3.378 0.021 -0.971
O 2.837 2.180 -1.170 -0.935
C 0.193 1.260 -1.355 -0.626
C -1.079 1.244 -0.396 -0.449
C -2.247 0.249 -0.844 -0.465
C -2.196 -1.118 -0.048 0.626
F -0.936 -1.708 -0.289 -0.316
F -3.181 -1.968 -0.650 -0.346
C -2.578 -1.030 1.499 0.922
F -3.828 -1.662 1.717 -0.328
F -1.656 -1.781 2.254 -0.301
F -2.708 0.256 2.004 -0.307
H 1.681 -1.414 -1.338 -0.059
H 3.692 -2.343 -0.597 -0.034
H 0.014 1.989 -2.219 0.244
H 0.450 0.253 -1.806 0.221
H -0.710 0.872 0.629 0.250
H -1.416 2.317 -0.215 0.252
H -2.181 -0.002 -1.960 0.233
H -3.254 0.760 -0.707 0.236
```